Formula: C19H78BrN2O28P
Source: OMol25
Level of theory: wB97M-V/def2-TZVPD

```
129
Properties=species:S:1:pos:R:3:forces:R:3
Br 9.307 -0.133 -1.527 -1.15 -0.54 -0.21
P -4.636 0.900 1.698 -3.92 1.56 -1.90
O -9.529 2.228 5.016 0.29 0.10 0.31
O -0.657 0.575 -5.697 0.12 -0.46 0.03
O -3.320 -2.330 -2.026 0.54 0.12 -0.03
O -3.722 -2.999 6.684 0.04 -0.12 0.25
O 0.209 2.492 4.506 0.14 0.04 -0.39
O -13.101 -1.057 0.858 0.14 -0.04 -0.09
O 8.349 -3.181 -5.599 -0.15 0.32 0.11
O 6.169 1.899 -5.295 -0.31 -0.16 0.00
O -5.745 1.197 0.736 1.44 -0.50 0.80
O 12.568 1.017 -1.643 0.08 -0.16 0.02
O -9.713 -0.496 0.391 0.21 0.00 0.15
O -0.048 3.023 -4.560 0.04 0.19 0.23
O 14.114 1.822 -4.484 -0.23 0.08 0.08
O -2.832 4.820 -1.156 0.15 -0.29 0.12
O -4.169 2.357 2.343 0.20 -2.92 0.31
O -1.852 -2.282 -4.967 0.55 -0.01 0.41
O -8.715 -3.193 1.798 0.01 -0.13 0.00
O -5.235 -0.199 2.773 2.91 1.60 -0.88
O 15.303 2.472 -1.144 -0.28 0.10 -0.03
O 3.523 -6.736 -2.547 -0.10 0.34 0.03
O 6.019 -5.221 -3.277 0.26 0.27 -0.02
O 7.956 3.291 -2.189 -0.03 -0.24 -0.13
O -2.287 2.043 5.904 0.17 -0.15 0.02
O -8.467 0.065 3.468 0.23 0.23 0.06
O -12.092 2.403 7.266 0.29 0.00 0.02
O -2.098 0.801 8.924 -0.08 0.12 -0.19
O 2.579 0.667 4.375 -0.17 -0.22 -0.17
O -0.808 -2.092 0.652 0.05 0.01 -0.02
N -1.481 0.988 -0.974 0.02 -0.02 -1.05
N 4.839 -1.323 -3.727 -1.20 -0.58 0.94
C -5.943 2.563 4.169 0.99 0.29 -0.82
C 0.900 0.031 -2.237 -1.31 1.19 0.83
C 2.731 -0.067 -4.157 1.04 -1.36 1.98
C -1.592 0.096 -2.034 2.23 -0.35 -0.79
C -2.763 1.455 -0.325 -0.83 -0.35 1.43
C 0.941 1.012 -1.125 -1.37 -0.88 -0.66
C -4.402 2.488 3.781 -0.56 1.02 1.93
C -0.403 -0.426 -2.716 0.61 1.37 1.80
C 2.249 -0.423 -2.826 1.43 -1.01 -0.12
C 6.211 -1.811 -4.103 1.63 0.58 0.37
C -0.281 1.475 -0.500 1.40 -1.50 -1.80
C 7.258 -0.720 -3.582 -0.01 -0.11 0.74
C 7.557 -0.924 -2.031 -0.68 0.08 -0.42
C -4.804 -2.318 3.889 0.61 0.51 -0.61
C 4.401 -1.698 -2.465 -2.35 1.15 0.19
C 3.104 -1.275 -1.977 0.74 0.72 -1.84
C -3.214 0.291 0.667 1.40 0.74 0.67
C -4.212 -0.878 3.556 -0.39 -2.69 1.81
C 4.054 -0.558 -4.553 -2.06 0.68 0.52
H 8.868 -2.704 -4.941 0.22 -0.22 -0.12
H 14.003 2.748 -4.727 0.10 -0.09 -0.02
H 11.685 0.638 -1.575 0.26 0.14 -0.06
H -0.756 1.502 -5.949 0.07 -0.03 0.08
H -3.057 0.737 8.996 0.09 -0.03 0.04
H -11.427 2.243 6.583 -0.10 -0.02 -0.10
H 6.859 0.320 -3.685 0.50 -0.88 -0.01
H 5.902 1.036 -4.964 0.10 0.28 -0.14
H -7.504 0.021 3.504 -0.03 -0.19 -0.17
H 8.584 -2.755 -6.433 0.07 -0.22 -0.03
H 2.781 -1.595 -0.956 0.37 0.35 -1.15
H -8.647 0.543 2.647 -0.17 -0.15 -0.02
H -0.283 2.208 0.336 -0.18 -0.74 -0.79
H -1.935 1.279 6.380 -0.09 0.13 0.20
H 6.791 -0.387 -1.411 0.84 -0.44 -0.54
H -3.826 1.734 4.397 -0.69 0.86 -1.02
H -9.361 -1.272 0.850 0.01 -0.10 0.02
H 6.476 -2.763 -3.543 -0.96 1.02 -0.79
H -2.642 -2.740 -1.471 -0.24 -0.20 0.08
H 8.490 2.544 -1.895 0.04 0.11 0.04
H 6.541 -5.980 -2.983 -0.07 0.01 0.03
H 1.931 1.382 -0.775 -1.05 -0.25 -0.23
H 14.349 2.375 -1.028 0.03 -0.03 0.07
H 5.372 2.439 -5.222 0.18 0.17 -0.05
H -2.376 3.995 -0.956 -0.12 0.25 -0.03
H -1.342 -3.039 -4.650 -0.18 -0.17 -0.26
H -3.990 3.496 4.071 -0.16 -1.11 -0.59
H -5.991 3.217 5.082 -0.24 -0.84 -0.84
H -1.503 2.453 5.510 0.01 -0.13 0.13
H -11.575 2.556 8.065 -0.13 -0.01 -0.03
H -4.359 -2.882 7.398 0.05 0.01 -0.06
H 1.174 2.437 4.525 0.00 -0.06 0.18
H -3.280 -3.829 6.900 -0.01 0.09 0.01
H -12.138 -1.099 0.896 -0.06 0.13 -0.03
H 0.136 -2.278 0.718 -0.10 -0.10 0.09
H -0.489 -1.152 -3.578 -0.22 0.94 1.16
H -6.403 1.559 4.324 0.39 0.93 0.08
H 13.153 0.248 -1.652 0.04 0.09 0.02
H -0.148 3.950 -4.816 0.02 -0.05 -0.03
H 4.229 -6.098 -2.713 0.02 -0.12 -0.12
H -9.469 -3.715 2.099 -0.01 0.14 -0.01
H 5.037 -2.319 -1.796 -0.33 0.49 -1.05
H 4.382 -0.272 -5.583 0.16 -0.65 1.10
H 6.470 -4.927 -4.079 -0.07 -0.22 -0.07
H 2.083 0.567 -4.805 0.79 -0.62 0.28
H -8.931 -0.062 0.031 -0.12 -0.01 -0.05
H 8.394 3.590 -2.995 -0.06 0.05 0.07
H 6.300 -2.009 -5.196 -0.31 0.33 0.92
H -0.903 0.561 -4.767 -0.14 0.22 -0.29
H -5.076 -2.829 2.930 -0.04 0.53 0.80
H -8.956 2.653 5.664 -0.13 0.08 -0.06
H 1.830 0.158 4.710 0.04 0.09 0.05
H -5.692 -2.192 4.558 0.79 -0.36 -0.62
H -3.095 -2.618 -2.922 -0.30 0.00 -0.04
H 0.016 2.951 3.681 -0.02 0.07 0.15
H 2.846 -6.514 -3.195 0.05 -0.19 0.03
H 15.459 3.416 -1.019 0.11 -0.10 -0.02
H -2.337 0.149 1.369 -0.75 -0.25 -0.88
H -8.999 1.485 4.682 -0.32 -0.15 -0.14
H -0.893 -1.478 -0.080 0.04 0.06 -0.10
H -7.997 -3.832 1.737 -0.05 0.09 -0.05
H -2.580 -0.279 -2.410 0.75 0.68 0.92
H -4.044 -0.403 4.564 -0.03 0.01 -1.33
H -3.434 -0.637 0.083 -0.13 0.68 0.73
H -3.457 4.927 -0.427 -0.04 0.11 -0.12
H -3.549 1.718 -1.074 0.78 -0.43 0.42
H -2.556 2.365 0.304 0.01 -0.90 -0.75
H 7.533 -2.007 -1.742 0.43 0.98 -0.25
H -13.281 -0.577 0.042 -0.01 -0.03 0.09
H -1.921 1.746 9.006 0.01 -0.08 0.04
H -6.462 3.069 3.306 0.31 -0.44 1.03
H -1.372 -1.987 -5.753 -0.29 0.13 -0.09
H -0.291 3.013 -3.627 -0.03 0.14 -0.10
H 13.921 1.803 -3.538 0.09 0.01 -0.07
H -4.011 -2.952 4.370 -0.95 0.83 -0.23
H 3.296 0.024 4.320 0.05 0.17 0.12
H -3.250 -1.066 3.016 -0.78 0.66 0.24
H 8.218 -0.762 -4.151 -0.90 -0.11 0.35
```
Forces are in eV/Å.

Calculated values
charge = +2
Kohn-Sham gap = 4.89 eV
HOMO energy = -12.6564 eV
LUMO = -7.77 eV

Atomic partial charges in e from the Löwdin method, atoms 1 to 2:
1 Br 0.7636
2 P 0.5900

Formula: C34H86N2O18
Source: OMol25
Level of theory: wB97M-V/def2-TZVPD

```
140
Properties=species:S:1:pos:R:3:forces:R:3
O -2.158 0.679 -2.772 -1.31 -0.06 -0.55
O 1.275 0.272 5.595 1.88 1.18 0.62
O -0.804 -5.772 1.016 -1.11 0.40 0.16
O 0.915 -4.720 -0.890 1.66 2.73 -3.05
O -5.573 -1.432 -0.968 -0.33 0.01 -0.71
O -2.606 3.392 2.096 1.85 0.34 -0.25
O -1.305 -2.299 1.962 0.53 -0.12 -0.11
O -3.843 0.796 -0.651 -0.01 0.22 -1.73
O 0.933 -1.339 3.329 -0.62 -0.67 0.84
O 0.084 1.378 -1.549 -0.98 0.21 -1.15
O 3.291 0.304 2.609 0.75 0.96 0.43
O 1.627 4.191 -0.253 -0.29 -0.78 0.62
O -4.883 1.523 1.847 0.31 -0.60 0.26
O -3.188 -1.959 -2.033 0.99 -0.24 -0.19
O 2.308 2.621 4.143 2.72 -0.51 2.03
O -4.707 4.573 4.018 0.14 0.85 0.40
O -3.557 -1.226 1.101 0.17 0.31 0.29
O 1.011 1.685 1.422 -0.02 1.25 -0.49
N 2.299 -4.779 -0.596 0.87 0.17 0.09
N 1.141 3.780 -1.538 -0.76 -0.39 0.91
C 2.330 -7.234 -0.791 -0.13 0.54 -1.37
C 2.908 -5.891 -1.385 -0.46 -1.17 1.69
C 2.253 3.730 -2.481 0.39 1.84 0.81
C -4.534 2.046 -0.483 1.02 -0.17 0.05
C -1.642 -3.545 1.382 -1.18 0.14 2.49
C 3.608 2.578 3.538 0.85 0.29 -1.69
C 0.194 6.141 -1.729 -0.53 -1.06 -0.50
C -1.132 4.266 -0.813 0.25 0.09 0.01
C 1.634 3.292 -3.795 -1.20 -0.90 -0.22
C 2.979 5.122 -2.580 -0.73 -0.23 0.17
C -4.546 -2.278 1.053 -0.21 1.76 0.53
C -0.076 4.624 -1.868 0.05 0.07 -0.39
C 0.134 -0.456 5.458 -0.76 -1.62 0.68
C 0.495 4.189 -4.331 0.70 -1.19 -0.04
C 5.113 -4.581 -1.327 -2.12 0.86 0.05
C -2.251 -1.794 -3.079 -0.04 0.83 -0.40
C -2.325 -0.384 -3.732 -0.11 -0.71 1.58
C -2.496 4.477 3.002 -0.54 0.12 -0.08
C 4.167 1.134 3.433 -1.72 -0.24 0.08
C -0.634 -4.560 1.804 -0.90 -2.36 1.47
C -0.592 4.233 -3.310 -1.18 -0.25 1.78
C 0.578 0.445 -0.679 1.37 -1.66 0.39
C -3.834 5.207 3.080 0.05 -0.41 0.21
C 2.300 -2.508 0.441 -0.57 -0.75 -1.57
C 0.207 0.721 0.749 -0.62 -0.23 1.06
C -5.514 1.874 0.628 -0.53 -1.63 0.41
C 3.306 2.696 -2.069 -0.97 -0.60 -2.87
C 0.582 -1.682 4.688 -0.13 -0.37 0.23
C 2.877 -3.387 -0.719 -0.96 -0.29 0.77
C -5.791 -1.779 0.357 -1.17 -0.75 0.65
C 2.639 -5.909 -2.888 -1.12 1.92 0.99
C 4.374 -3.458 -0.447 -0.02 -2.82 -1.39
C 4.422 -5.936 -1.080 0.35 0.77 -1.61
C 2.511 -2.737 -2.037 0.05 -0.05 -1.77
H 0.360 -4.248 1.687 1.40 0.65 -0.67
H 1.538 -6.005 -3.073 0.98 0.41 0.04
H 2.848 -1.598 0.392 0.37 1.02 0.24
H 4.397 3.238 4.008 -1.16 -0.62 0.14
H -3.604 6.201 3.451 -0.44 0.25 0.23
H -2.293 -2.525 -3.899 -0.53 -0.13 0.14
H -6.538 -2.600 0.263 0.24 0.54 0.83
H 0.481 6.523 -2.698 -0.42 0.65 -0.12
H 0.561 2.256 -1.505 0.03 0.31 0.15
H 4.276 0.668 4.421 -0.23 0.24 -0.05
H 2.323 5.943 -2.901 0.29 -0.43 0.08
H -2.155 4.500 -1.112 0.13 0.67 -0.18
H -4.766 -2.424 2.131 -0.04 -0.48 -0.65
H -0.187 -2.480 4.711 0.42 0.26 -0.10
H 4.839 -6.651 -1.797 0.05 -0.14 0.14
H -3.309 0.750 -1.531 -0.52 0.18 1.16
H -0.843 4.835 0.087 -0.53 -0.68 -0.04
H 3.503 5.450 -1.664 -0.42 -0.49 -0.29
H 4.651 -6.318 -0.110 -0.14 -0.10 0.90
H 2.808 1.725 -1.975 0.36 -0.01 -0.10
H 3.518 3.008 2.476 0.13 -0.72 1.28
H -0.273 -0.692 6.484 0.20 -0.20 -0.92
H 5.125 1.072 2.971 0.79 0.49 -0.42
H -2.218 4.198 4.080 -0.17 0.13 -1.50
H -0.671 -4.864 2.912 -0.45 0.67 -1.35
H 1.362 3.479 0.407 0.25 0.63 -1.19
H -3.510 -0.516 0.399 -0.50 -1.11 0.07
H -4.684 0.578 1.813 0.41 -0.01 0.21
H 4.465 -3.781 0.599 0.39 0.45 -0.17
H 1.246 -7.303 -0.756 -0.20 0.53 0.33
H 2.818 -1.714 -2.219 0.80 0.31 0.58
H -5.066 3.754 3.689 0.01 -0.41 -0.45
H 1.498 -2.000 5.200 -0.19 -0.35 -0.13
H 2.444 3.151 -4.479 0.39 0.09 -0.77
H -4.079 -1.886 -2.354 -0.77 -0.02 -0.12
H 1.805 1.271 1.790 0.17 -0.49 -0.05
H 1.447 -2.607 -2.122 -0.76 -0.49 0.08
H -5.250 -0.540 -0.916 0.76 0.95 -0.56
H 2.444 -2.960 1.391 0.30 -0.48 0.82
H 0.264 -0.170 1.389 -0.39 -0.02 -0.55
H -3.800 2.797 -0.219 0.31 0.25 0.54
H -6.188 -0.888 0.919 0.00 -0.97 -0.27
H -1.297 -1.985 -2.617 0.60 0.25 0.20
H 6.136 -4.543 -1.042 1.01 -0.37 0.25
H 3.879 2.886 -1.236 0.83 0.77 2.19
H -0.634 0.027 4.905 -0.76 0.69 -0.53
H -0.836 1.120 0.707 0.63 -0.28 0.41
H 0.264 -1.837 2.822 0.20 0.49 -0.40
H 4.046 2.684 -2.913 -0.66 -0.37 0.55
H 0.968 6.379 -1.035 0.62 -0.11 0.58
H -1.358 0.771 -2.219 0.79 -0.25 -0.58
H 2.774 -7.511 0.132 0.20 0.09 1.11
H 2.552 -8.047 -1.464 0.49 -0.30 -0.48
H 0.933 5.143 -4.533 -0.09 0.91 -0.33
H 4.801 -2.518 -0.687 0.49 1.02 0.29
H 2.757 -0.211 3.213 -0.64 -0.41 0.11
H 3.701 4.967 -3.343 0.95 0.19 -0.77
H 1.212 1.166 5.279 0.02 0.62 -0.30
H 2.829 -3.289 -2.960 -0.19 0.52 1.03
H 1.232 -2.288 0.338 0.13 -0.10 -0.18
H -1.075 3.235 -3.155 0.59 0.41 -0.43
H -1.462 4.862 -3.628 0.84 -0.03 0.46
H 1.166 2.284 -3.657 0.55 0.54 0.09
H 0.168 -0.563 -0.965 0.31 0.74 0.25
H 5.084 -4.393 -2.431 -0.09 0.30 0.87
H 0.062 3.767 -5.251 0.46 0.20 0.08
H -2.122 -1.797 1.810 0.03 0.87 -0.02
H -5.948 2.768 0.912 -1.14 2.18 -0.20
H -1.729 5.165 2.561 -0.48 -0.65 0.48
H -4.349 5.290 2.101 0.56 0.00 0.27
H 0.520 -5.272 -0.296 -1.78 -2.40 2.74
H -3.364 -0.254 -4.088 0.58 0.03 -0.17
H 1.720 2.837 3.475 -1.98 0.59 -2.02
H -2.642 -3.776 1.891 1.08 -0.45 -1.19
H 3.057 -4.943 -3.246 -0.42 -1.24 -0.62
H 3.109 -6.777 -3.253 0.78 -0.84 -0.91
H -1.200 3.195 -0.661 0.40 -0.16 0.44
H -6.367 1.160 0.441 0.88 0.54 -0.30
H -3.389 2.862 2.136 -0.96 -0.47 0.66
H -1.610 -0.372 -4.561 -0.04 0.42 0.08
H -0.727 6.513 -1.297 -0.17 0.78 -0.51
H -4.971 2.477 -1.374 -0.49 -0.58 -0.56
H 1.688 0.393 -0.788 -0.50 -0.26 0.24
H -4.169 -3.169 0.577 0.21 -0.23 -0.20
H -1.777 -5.881 0.871 1.29 0.01 0.17
H -1.725 -3.478 0.315 -0.09 -0.06 -0.76
```
Forces are in eV/Å.

Calculated values
structure (SMILES) = CC1(C)CCCC(C)(C)N1O.CC1(C)CCCC(C)(C)N1O.OCCO.OCCO.OCCO.OCCO.OCCO.OCCO.OCCO.OCCO
charge = 0
Kohn-Sham gap = 8.63 eV
energy relative to the best compared isomer or geometry (same formula, charge and spin) = 1.175 eV
HOMO energy = -8.1430 eV
LUMO = 0.49 eV

Atomic partial charges in e from the Löwdin method, atoms 1 to 2:
1 O -0.1080
2 O -0.0459